Below is a 3-piece molecular cluster, C4H10N2O overall in a non-equilibrium geometry, with properties calculated with ωB97M-V/def2-TZVPD.

CARTESIAN COORDINATES (ANGSTROEM)
C1 -1.5549 0.6000 0.4673
H1 2.1795 -1.0491 0.5266
N1 -1.3800 -0.7165 -2.8067
H2 -1.7081 1.6440 0.1882
H3 1.1588 0.7168 2.6136
C2 0.2427 -0.6156 -1.0589
H4 1.3608 -0.9766 2.7103
H5 -1.7290 0.2303 -2.9819
H6 -2.5197 0.0910 0.4392
H7 2.0538 1.1880 -0.4612
H8 0.9072 -1.1264 -1.7150
C3 -0.6178 -0.0496 -0.4184
O1 2.1568 1.0647 0.4901
H9 -2.1978 -1.2265 -2.4604
H10 -1.1675 0.5551 1.4922
N2 1.1786 -0.1707 2.1351
C4 1.6366 -0.1590 0.8400

As for the molar mass: 102.1 g/mol. As for the energy above the lowest of the compared OMol25 structures with the same formula, charge and spin: 7.716 eV. As for the total charge: 0. For the orbital gap (spin up / spin down), the calculation gives 5.888 / 9.054 eV. The multiplicity is 1.

These are the Löwdin partial charges, in e, on atoms 1 to 2:
1. C -0.085
2. H 0.105